1.
ORCA calculation (ωB97M-V/def2-TZVPD) on a cluster of 8 separate species, C36H58N8O6S in total at a distorted geometry.

Summary:
Electronic energy: -73310.3142 eV
Multiplicity: 1
HOMO: -9.4 eV
SMILES string: CC(=O)N(C)C1=C(C[SH](=O)=O)C(=O)OC1=O.CCCC#N.CCCC#N.CCCC#N.CCCC#N.CCCC#N.CCCC#N.CCCC#N
Frontier orbital gap: 9.16 eV

Last column: Löwdin charge in e.
Cartesian coordinates (Å):
C: 1.02 -0.61 0.05  0.0009
C: 0.37 -0.69 1.44  -0.4569
O: -0.77 -0.94 1.50  0.1474
N: 1.08 -0.52 2.68  -0.0501
C: 1.44 -1.82 3.32  -0.0118
C: 2.23 0.29 2.58  -0.1295
C: 2.35 1.52 3.06  -0.0649
C: 1.36 2.40 3.79  -0.1421
S: 0.26 1.50 4.94  0.6616
O: 0.01 2.30 6.10  -0.3524
O: -0.90 1.07 4.23  -0.3495
C: 3.80 1.97 2.83  -0.4086
O: 4.44 2.66 3.48  0.2258
O: 4.15 1.28 1.68  0.1385
C: 3.60 0.01 1.92  -0.3980
O: 4.09 -1.01 1.72  0.2291
H: 0.29 -0.16 -0.62  0.0723
H: 1.18 -1.63 -0.32  0.0602
H: 1.93 0.01 0.00  0.0787
H: 2.02 -2.44 2.62  0.0949
H: 0.53 -2.32 3.68  0.0878
H: 2.08 -1.59 4.18  0.0948
H: 1.90 3.13 4.42  0.0943
H: 0.75 3.02 3.07  0.1148
H: 0.98 0.36 5.24  0.0875
C: 0.05 -5.62 -2.37  -0.1070
C: 0.35 -5.06 -3.76  -0.2731
C: 1.38 -3.93 -3.75  -0.1844
C: 0.91 -2.74 -3.04  -0.1900
N: 0.54 -1.81 -2.49  0.1690
H: -0.39 -4.86 -1.72  0.0707
H: -0.65 -6.45 -2.44  0.0704
H: 0.96 -5.99 -1.90  0.0747
H: -0.58 -4.71 -4.21  0.1137
H: 0.72 -5.86 -4.39  0.0581
H: 1.62 -3.66 -4.78  0.1146
H: 2.31 -4.29 -3.29  0.1213
C: -3.73 -0.41 8.65  -0.1108
C: -3.97 0.00 7.20  -0.2593
C: -3.78 -1.15 6.21  -0.1862
C: -2.39 -1.61 6.16  -0.2259
N: -1.30 -1.97 6.12  0.1547
H: -2.70 -0.73 8.81  0.0721
H: -3.92 0.43 9.32  0.0710
H: -4.39 -1.23 8.94  0.0741
H: -3.31 0.83 6.95  0.1107
H: -4.99 0.37 7.11  0.1078
H: -4.07 -0.81 5.21  0.1217
H: -4.44 -1.98 6.47  0.1197
C: -0.25 6.97 -0.17  -0.1007
C: -0.99 6.46 1.06  -0.2662
C: -0.43 5.15 1.60  -0.2122
C: -0.61 4.04 0.67  -0.2393
N: -0.75 3.17 -0.07  0.1497
H: -0.34 6.27 -1.01  0.0710
H: -0.65 7.93 -0.49  0.0717
H: 0.82 7.11 0.04  0.0714
H: -2.05 6.35 0.82  0.0620
H: -0.92 7.22 1.84  0.1090
H: -0.94 4.90 2.54  0.1195
H: 0.63 5.26 1.84  0.0747
C: -0.28 -8.55 -7.08  -0.1061
C: 1.00 -9.38 -7.20  -0.2627
C: 1.66 -9.65 -5.85  -0.1828
C: 2.16 -8.43 -5.22  -0.2149
N: 2.54 -7.47 -4.73  0.1658
H: -0.07 -7.55 -6.68  0.0548
H: -0.74 -8.42 -8.06  0.0745
H: -1.01 -9.04 -6.43  0.0773
H: 1.70 -8.87 -7.86  0.0891
H: 0.75 -10.33 -7.66  0.1097
H: 2.50 -10.34 -5.99  0.1191
H: 0.96 -10.16 -5.18  0.1225
C: 2.44 7.15 6.95  -0.1065
C: 2.91 5.82 6.38  -0.2589
C: 3.64 5.96 5.04  -0.1834
C: 2.76 6.45 3.97  -0.2066
N: 2.07 6.82 3.14  0.1693
H: 1.70 7.63 6.30  0.0736
H: 1.97 7.00 7.92  0.0736
H: 3.28 7.84 7.08  0.0762
H: 2.05 5.15 6.27  0.1044
H: 3.59 5.35 7.09  0.1111
H: 4.04 4.99 4.74  0.0991
H: 4.49 6.63 5.15  0.1241
C: 2.88 -6.24 -8.47  -0.1096
C: 2.43 -5.53 -9.74  -0.2587
C: 1.56 -4.30 -9.46  -0.1916
C: 0.29 -4.66 -8.83  -0.2318
N: -0.71 -4.94 -8.34  0.1506
H: 2.03 -6.63 -7.91  0.0454
H: 3.54 -7.08 -8.72  0.0759
H: 3.44 -5.56 -7.82  0.0807
H: 1.89 -6.24 -10.37  0.1121
H: 3.31 -5.21 -10.30  0.1086
H: 1.36 -3.78 -10.39  0.1182
H: 2.10 -3.60 -8.82  0.1205
C: -6.91 7.14 -1.22  -0.1114
C: -5.67 6.26 -1.38  -0.2622
C: -4.93 6.01 -0.06  -0.1880
C: -4.36 7.24 0.49  -0.2448
N: -3.91 8.20 0.93  0.1619
H: -6.64 8.14 -0.87  0.0726
H: -7.42 7.24 -2.17  0.0713
H: -7.61 6.70 -0.50  0.0754
H: -4.99 6.71 -2.11  0.1129
H: -5.97 5.30 -1.79  0.1089
H: -4.12 5.30 -0.23  0.1143
H: -5.61 5.56 0.67  0.1231

2.
ORCA calculation (ωB97M-V/def2-TZVPD) on a structure of composition C36H59N4O2PS2SiV at a distorted geometry.

Summary:
Electronic energy: -112876.2771 eV
Total charge: -2
Multiplicity: 4
HOMO (alpha / beta): 0.4 / -1.2 eV
Frontier orbital gap (alpha / beta): 3.73 / 5.31 eV

Last column: Löwdin charge in e.
Cartesian coordinates (Å):
V: -0.90 0.79 0.61  0.5410
C: 2.12 -5.88 -0.44  -0.0645
C: 1.49 -4.97 -1.49  -0.5755
C: 2.48 -4.94 -2.64  -0.0847
C: 0.27 -5.72 -2.03  -0.0648
C: 1.10 -3.60 -0.96  -0.1810
C: 0.24 -3.53 0.16  -0.0369
C: -0.23 -2.31 0.61  -0.1414
N: 0.12 -1.15 0.07  -0.0131
C: 0.99 -1.17 -0.97  -0.2885
C: 1.48 -2.40 -1.48  0.0158
C: 1.32 0.10 -1.48  -0.2239
C: 2.33 0.27 -2.48  0.0309
C: 2.84 1.52 -2.75  -0.1777
C: 2.29 2.59 -1.99  -0.0445
C: 1.28 2.38 -1.09  -0.1845
N: 0.74 1.19 -0.85  0.0025
C: 3.90 1.79 -3.79  -0.5843
C: 4.44 0.56 -4.51  -0.0835
C: 3.38 2.73 -4.89  -0.0615
C: 5.11 2.48 -3.18  -0.0720
H: 2.33 -6.85 -0.91  0.0752
H: 1.43 -6.04 0.38  0.0682
H: 3.05 -5.45 -0.03  0.0980
H: 2.71 -5.99 -2.90  0.0804
H: 3.40 -4.45 -2.33  0.0827
H: 2.08 -4.44 -3.51  0.0823
H: 0.60 -6.73 -2.33  0.0757
H: -0.17 -5.25 -2.93  0.0872
H: -0.53 -5.79 -1.28  0.0834
H: -0.08 -4.42 0.69  0.0918
H: -0.90 -2.25 1.47  0.1075
H: 2.18 -2.38 -2.31  0.0949
H: 2.69 -0.57 -3.00  0.0760
H: 2.70 3.60 -2.06  0.0930
H: 0.82 3.20 -0.54  0.0616
H: 3.67 -0.02 -5.01  0.0812
H: 4.92 -0.11 -3.79  0.0852
H: 5.18 0.86 -5.25  0.0747
H: 2.50 2.27 -5.37  0.0920
H: 4.19 2.84 -5.63  0.0739
H: 3.03 3.68 -4.48  0.0731
H: 5.57 1.86 -2.38  0.1022
H: 4.83 3.43 -2.71  0.0713
H: 5.83 2.72 -4.00  0.0848
C: -1.97 -1.27 -2.50  -0.0255
C: -2.86 -1.42 -1.30  -0.3556
C: -3.94 -2.28 -1.29  -0.0792
C: -4.59 -2.42 -0.07  -0.1069
C: -4.18 -1.76 1.08  -0.0270
C: -3.08 -0.85 1.00  -0.4637
N: -2.54 -0.70 -0.23  0.0718
N: -2.47 -0.16 1.95  -0.0676
Si: -2.91 0.09 3.61  0.3341
C: -2.22 1.65 4.31  -0.1871
C: -4.77 0.19 3.79  -0.1888
C: -2.21 -1.27 4.64  -0.1827
H: -2.54 -1.49 -3.43  0.0804
H: -1.15 -2.00 -2.47  0.0726
H: -1.48 -0.30 -2.60  0.0649
H: -4.24 -2.82 -2.19  0.0914
H: -5.42 -3.11 0.03  0.0852
H: -4.65 -1.94 2.02  0.0641
H: -2.58 2.54 3.78  0.0104
H: -1.13 1.60 4.18  0.0015
H: -2.44 1.71 5.39  0.0257
H: -5.14 0.83 2.97  0.0304
H: -5.11 0.59 4.77  0.0269
H: -5.22 -0.80 3.62  0.0003
H: -1.12 -1.28 4.52  0.0068
H: -2.57 -2.27 4.31  0.0310
H: -2.42 -1.17 5.72  0.0286
C: 2.30 4.15 3.85  -0.0954
C: 1.47 3.28 2.95  -0.3932
O: 2.23 2.18 2.45  -0.4152
P: 1.38 0.74 2.23  0.3878
S: 2.90 -0.48 1.80  0.1059
S: -1.34 3.19 1.09  0.5217
O: 0.89 0.54 3.81  -0.4553
C: 1.76 0.47 4.93  -0.3429
C: 1.46 -0.80 5.70  -0.0936
H: 1.70 5.00 4.21  0.0681
H: 3.18 4.57 3.33  0.0720
H: 2.66 3.57 4.71  0.0628
H: 1.09 3.87 2.09  0.0633
H: 0.58 2.93 3.48  0.0771
H: 1.66 1.36 5.55  0.1035
H: 2.78 0.42 4.56  0.0743
H: 0.41 -0.85 6.00  0.0509
H: 2.07 -0.83 6.62  0.0660
H: 1.66 -1.65 5.03  0.0833
C: -1.66 3.00 -2.35  -0.0804
C: -2.80 2.86 -1.36  -0.6777
C: -3.47 4.25 -1.26  -0.0898
C: -3.82 1.89 -1.94  -0.0771
C: -2.39 2.28 0.00  -0.6993
H: -2.04 3.34 -3.31  0.0684
H: -1.17 2.03 -2.51  0.0722
H: -0.91 3.70 -2.02  0.0611
H: -3.76 4.55 -2.30  0.0701
H: -2.80 4.99 -0.86  0.0492
H: -4.39 4.25 -0.64  0.0797
H: -4.19 2.28 -2.89  0.0722
H: -4.68 1.74 -1.28  0.0816
H: -3.34 0.91 -2.09  0.0559
H: -3.28 1.93 0.52  0.0268

3.
ORCA calculation (ωB97M-V/def2-TZVPD) on a structure of composition C36H60FeN4O2S at a distorted geometry.

Summary:
Electronic energy: -93580.6249 eV
Total charge: +1
Multiplicity: 6
HOMO (alpha / beta): -9.7 / -9.9 eV
Frontier orbital gap (alpha / beta): 7.82 / 5.16 eV

Last column: Löwdin charge in e.
Cartesian coordinates (Å):
Fe: -2.21 -0.70 -1.12  0.9071
C: -5.12 -0.54 -1.57  -0.0692
N: -4.21 -1.40 -0.79  -0.3320
C: -4.39 -2.80 -1.19  -0.0807
C: -4.48 -1.21 0.65  -0.1696
C: -3.29 -1.61 1.51  -0.1612
N: -2.11 -0.80 1.19  -0.1761
C: -2.24 0.58 1.72  -0.1005
C: -1.45 1.63 0.99  -0.1353
C: -0.52 2.41 1.66  0.0094
C: 0.11 3.47 1.03  -0.1611
C: -0.22 3.71 -0.30  0.0371
C: -1.14 2.94 -1.02  -0.0788
C: -1.77 1.89 -0.35  -0.2685
O: -2.71 1.10 -0.92  -0.2254
C: -1.48 3.27 -2.48  -0.5280
C: -0.69 4.48 -3.00  -0.0638
C: -1.11 2.08 -3.38  -0.0386
C: -2.97 3.59 -2.63  -0.0343
C: 1.11 4.33 1.80  -0.5545
C: 0.44 4.90 3.06  -0.0439
C: 2.31 3.46 2.20  -0.0594
C: 1.64 5.50 0.96  -0.0614
C: -0.92 -1.44 1.77  -0.1314
C: 0.44 -1.01 1.30  -0.0759
C: 1.46 -0.84 2.18  0.0445
C: 2.78 -0.67 1.73  -0.0922
C: 3.03 -0.63 0.34  0.0353
C: 2.06 -0.77 -0.62  -0.0338
C: 0.70 -0.94 -0.14  -0.2273
O: -0.29 -1.00 -0.91  -0.0993
C: 2.47 -0.76 -2.09  -0.5224
C: 3.59 -1.80 -2.30  -0.0359
C: 3.00 0.65 -2.42  -0.0247
C: 1.35 -1.10 -3.08  -0.0478
C: 3.97 -0.60 2.68  -0.5472
C: 4.88 -1.80 2.40  -0.0283
C: 4.75 0.70 2.44  -0.0238
C: 3.54 -0.64 4.15  -0.0554
H: -6.17 -0.80 -1.36  0.1029
H: -4.93 -0.68 -2.63  0.0969
H: -4.95 0.50 -1.31  0.0793
H: -5.40 -3.15 -0.94  0.1000
H: -3.65 -3.44 -0.71  0.0207
H: -4.26 -2.89 -2.27  0.0956
H: -5.36 -1.79 0.95  0.1369
H: -4.72 -0.16 0.79  0.1150
H: -3.04 -2.65 1.33  0.0951
H: -3.58 -1.53 2.57  0.1410
H: -1.97 0.58 2.78  0.1333
H: -3.29 0.86 1.66  0.1245
H: -0.31 2.19 2.70  0.1165
H: 0.26 4.53 -0.81  0.0838
H: 0.39 4.30 -2.99  0.0873
H: -0.90 5.38 -2.42  0.0900
H: -0.98 4.68 -4.03  0.0884
H: -0.05 1.83 -3.28  0.0705
H: -1.29 2.33 -4.43  0.0919
H: -1.71 1.20 -3.14  0.0607
H: -3.22 4.48 -2.04  0.0937
H: -3.59 2.77 -2.29  0.0671
H: -3.21 3.81 -3.67  0.0874
H: 0.13 4.11 3.74  0.0755
H: -0.44 5.48 2.79  0.0935
H: 1.13 5.56 3.59  0.0865
H: 1.99 2.62 2.82  0.0693
H: 3.04 4.04 2.77  0.0915
H: 2.80 3.07 1.31  0.0861
H: 0.83 6.16 0.64  0.0916
H: 2.18 5.16 0.08  0.0868
H: 2.33 6.10 1.56  0.0878
H: -0.99 -2.51 1.55  0.0696
H: -0.94 -1.34 2.87  0.1355
H: 1.25 -0.90 3.24  0.1162
H: 4.05 -0.51 0.02  0.1083
H: 4.48 -1.57 -1.72  0.0768
H: 3.87 -1.81 -3.35  0.0914
H: 3.24 -2.80 -2.02  0.0954
H: 3.88 0.90 -1.84  0.0838
H: 2.24 1.40 -2.23  0.0828
H: 3.27 0.70 -3.48  0.0944
H: 0.89 -2.07 -2.85  0.0813
H: 1.78 -1.16 -4.07  0.0926
H: 0.57 -0.34 -3.09  0.0581
H: 5.28 -1.79 1.39  0.0815
H: 4.35 -2.75 2.55  0.0952
H: 5.73 -1.78 3.09  0.0935
H: 5.12 0.77 1.42  0.0846
H: 5.61 0.73 3.11  0.0958
H: 4.13 1.57 2.64  0.0626
H: 3.02 -1.57 4.40  0.0895
H: 2.89 0.20 4.41  0.0885
H: 4.42 -0.58 4.78  0.0928
C: -1.22 -8.04 -1.58  -0.0662
N: -0.83 -6.65 -1.42  -0.0549
C: -1.46 -5.76 -0.64  -0.8925
N: -2.51 -6.21 0.07  0.1111
S: -0.96 -4.14 -0.59  0.6547
H: -0.59 -8.48 -2.34  0.0934
H: -2.26 -8.12 -1.91  0.0930
H: -1.09 -8.60 -0.66  0.0916
H: -0.07 -6.28 -1.96  0.1196
H: -2.66 -7.20 0.21  0.0945
H: -2.87 -5.59 0.78  0.0929

4.
ORCA calculation (ωB97M-V/def2-TZVPD) on a cluster of 4 separate species, C36H61ClF3N5O5PS in total at a distorted geometry.

Summary:
Electronic energy: -96797.6563 eV
Multiplicity: 4
HOMO (alpha / beta): -8.4 / -8.4 eV
Frontier orbital gap (alpha / beta): 6.80 / 6.80 eV

Last column: Löwdin charge in e.
Cartesian coordinates (Å):
O: 8.50 0.28 1.76  -0.0472
C: 8.80 1.59 1.21  -0.2442
C: 7.73 2.72 1.59  -0.0957
C: 6.40 2.48 0.73  -0.1599
C: 5.60 1.18 0.94  -0.0201
C: 4.30 0.92 0.06  -0.2972
P: 3.35 -0.71 0.35  0.6184
O: 3.51 -1.58 -1.15  -0.3858
Cl: 4.36 -1.92 1.77  0.1825
C: 3.77 1.92 -1.02  -0.3128
N: 2.62 1.71 -1.88  -0.2301
S: 2.63 3.17 -2.84  0.9726
N: 3.99 4.01 -2.19  -0.2687
C: 4.63 3.24 -1.16  -0.2414
C: 5.91 3.55 -0.31  0.0613
C: 9.07 1.41 -0.36  -0.3329
F: 8.86 2.58 -1.14  0.0831
F: 8.36 0.27 -0.84  0.0776
F: 10.47 1.10 -0.50  0.0387
H: 8.08 0.36 2.64  0.1077
H: 9.81 1.90 1.68  0.1650
H: 8.16 3.78 1.50  0.1343
H: 7.44 2.54 2.70  0.1333
H: 5.92 0.39 1.70  0.0601
H: 4.39 -1.27 -1.49  0.0535
H: 6.43 4.55 -0.50  0.1094
C: -2.14 8.36 -2.56  -0.0386
C: -1.09 8.03 -3.65  -0.4711
C: -1.73 8.08 -5.06  -0.1384
C: -2.54 6.85 -5.44  -0.1854
C: -1.77 5.56 -5.17  -0.1373
C: -1.26 5.49 -3.71  -0.4828
N: -0.48 6.70 -3.32  -0.0466
O: 0.73 6.64 -3.95  -0.0246
C: -2.48 5.30 -2.77  -0.0439
C: -0.45 4.19 -3.51  -0.0859
C: -0.08 9.21 -3.58  -0.0514
H: -2.01 7.75 -1.66  0.0808
H: -2.06 9.40 -2.20  0.0773
H: -3.17 8.24 -2.91  0.0757
H: -0.94 8.19 -5.82  0.1220
H: -2.36 8.96 -5.16  0.1243
H: -3.50 6.84 -4.91  0.1031
H: -2.79 6.89 -6.51  0.1145
H: -2.40 4.70 -5.39  0.1237
H: -0.92 5.50 -5.86  0.1252
H: -2.17 5.27 -1.72  0.0925
H: -2.99 4.36 -2.99  0.0900
H: -3.24 6.08 -2.87  0.0575
H: 0.41 4.12 -4.19  0.0327
H: -1.07 3.31 -3.71  0.0906
H: -0.08 4.11 -2.49  0.0636
H: 0.45 9.22 -2.62  0.0908
H: -0.60 10.16 -3.69  0.0850
H: 0.66 9.17 -4.38  0.0754
C: -0.58 -6.74 1.18  -0.0359
C: -0.17 -5.42 0.47  -0.4662
C: -0.30 -5.55 -1.07  -0.1363
C: 0.84 -6.30 -1.75  -0.1858
C: 2.20 -5.78 -1.30  -0.1353
C: 2.34 -5.79 0.24  -0.4820
N: 1.22 -5.07 0.91  -0.0431
O: 1.40 -3.73 0.71  -0.0456
C: 2.42 -7.26 0.72  -0.0474
C: 3.72 -5.20 0.62  -0.0622
C: -1.24 -4.39 0.92  -0.0567
H: 0.06 -6.97 2.04  0.0800
H: -1.60 -6.69 1.59  0.0780
H: -0.57 -7.60 0.51  0.0751
H: -0.35 -4.55 -1.52  0.1225
H: -1.25 -6.04 -1.32  0.1243
H: 0.76 -7.38 -1.56  0.1019
H: 0.75 -6.19 -2.84  0.1134
H: 2.99 -6.38 -1.76  0.1228
H: 2.33 -4.76 -1.68  0.1230
H: 2.50 -7.31 1.81  0.0905
H: 3.31 -7.75 0.30  0.0879
H: 1.58 -7.87 0.41  0.0563
H: 3.87 -4.18 0.26  0.0222
H: 4.53 -5.80 0.19  0.0865
H: 3.86 -5.20 1.71  0.0832
H: -1.18 -4.21 2.00  0.0891
H: -2.24 -4.76 0.70  0.0800
H: -1.14 -3.43 0.40  0.0734
C: -7.08 -2.83 4.63  -0.0390
C: -5.70 -3.43 4.23  -0.4704
C: -4.59 -2.97 5.21  -0.1383
C: -4.06 -1.56 4.97  -0.1846
C: -3.71 -1.35 3.50  -0.1348
C: -4.89 -1.69 2.56  -0.4845
N: -5.42 -3.07 2.81  -0.0458
O: -4.51 -3.96 2.32  -0.0295
C: -6.00 -0.63 2.75  -0.0467
C: -4.44 -1.50 1.09  -0.0372
C: -5.87 -4.96 4.45  -0.0521
H: -7.66 -2.54 3.75  0.0805
H: -7.70 -3.55 5.16  0.0770
H: -6.98 -1.95 5.28  0.0755
H: -3.74 -3.65 5.14  0.1217
H: -4.95 -3.04 6.24  0.1239
H: -4.80 -0.81 5.30  0.1027
H: -3.17 -1.39 5.58  0.1149
H: -3.40 -0.31 3.35  0.1243
H: -2.84 -1.96 3.25  0.1209
H: -6.86 -0.85 2.12  0.0910
H: -5.63 0.36 2.46  0.0888
H: -6.35 -0.53 3.77  0.0568
H: -3.58 -2.11 0.82  0.0667
H: -4.14 -0.46 0.91  0.0860
H: -5.25 -1.73 0.40  0.0888
H: -6.61 -5.38 3.77  0.0902
H: -6.21 -5.16 5.47  0.0848
H: -4.94 -5.51 4.33  0.0742

no.,molecular weight (g mol⁻¹)
1,730.977
2,754.032
3,668.814
4,799.402